This record from the OMol25 dataset describes a single C6H11N3O molecule. The level of theory is the ωB97M-V functional and the def2-TZVPD basis.

Each line ends with the natural charge from an NBO analysis.
Atoms and positions in Å:
H -1.2471 0.7480 -1.5697  0.208
C 0.2975 -1.7502 0.2181  0.312
N 2.0245 0.4606 0.2830  -0.225
N 2.6028 -0.6358 0.1272  0.173
C 2.6809 1.6587 -0.0308  -0.455
H -2.8868 -1.1698 0.9916  0.214
H -2.3240 -1.3451 -0.5203  0.243
C -2.5616 -0.6401 0.2052  -0.577
C -1.3598 0.2255 0.6609  -0.327
H 2.3023 2.2893 0.7662  0.222
C -0.4246 -0.8646 0.9058  0.263
H 0.1357 1.2222 -0.6731  0.213
C -0.9312 1.1900 -0.6239  -0.600
H -3.2747 0.0828 -0.1169  0.223
H 2.2003 1.9866 -1.0383  0.223
H 0.3253 -3.6870 -0.4864  0.389
O 1.7582 -1.7339 0.2920  -0.380
H -1.3885 2.1505 -0.4866  0.206
H 3.7762 1.6528 -0.0908  0.211
N -0.1850 -2.8137 -0.2967  -0.762
H -1.5205 0.9732 1.4834  0.225

## Properties
HOMO (spin up / spin down)   -8.0 / -8.0 eV
HOMO-LUMO gap (spin up / spin down)   7.51 / 7.50 eV
DFT total energy   -474.44954 hartree
Energy above the lowest of the compared OMol25 structures with the same formula, charge and spin   831.3 kJ/mol

=====

This record from the OMol25 dataset describes 2 unconnected molecules or ions with the total composition C5H13N2. The level of theory is the ωB97M-V functional and the def2-TZVPD basis.

Each line ends with the natural charge from an NBO analysis.
Atoms and positions in Å:
H 0.3208 -1.7852 -1.1071  0.401
C 1.8345 -0.6740 -0.3477  0.168
H 2.2147 1.1218 -1.5687  0.246
C -2.7469 -0.9250 0.8872  -0.297
H 1.0000 0.0996 -2.2562  0.240
H -2.0806 0.9799 0.0104  0.204
H -0.1364 2.2219 0.5335  0.227
N 1.1663 -1.8638 -0.5729  -0.823
C -2.3110 -0.0348 0.0060  -0.490
C 0.8144 1.6801 0.7048  -0.424
H -3.1354 -0.7647 1.8923  0.210
H -0.2809 0.1426 0.0016  0.466
H 1.7131 2.3560 0.4340  0.237
H -2.8728 -2.0232 0.7121  0.213
H 0.8276 1.4282 1.7260  0.227
C 1.5354 0.3307 -1.3823  -0.227
N 0.7091 0.4714 -0.1060  -0.459
H 1.4478 -2.6783 -0.0362  0.429
H 2.5508 -0.5678 0.4777  0.261
H -2.1454 -0.4876 -0.9264  0.191

## Properties
HOMO   -13.9 eV
HOMO-LUMO gap   11.36 eV
DFT total energy   -307.46698 hartree
Energy above the lowest of the compared OMol25 structures with the same formula, charge and spin   406.0 kJ/mol
Charge   +1

=====

This record from the OMol25 dataset describes 2 unconnected molecules or ions with the total composition ClO2S2. The level of theory is the ωB97M-V functional and the def2-TZVPD basis.

Each line ends with the natural charge from an NBO analysis.
Atoms and positions in Å:
S -1.6649 0.6985 1.0741  -0.392
Cl -0.2415 -2.6320 0.7751  -0.731
O 1.2691 0.7485 0.4046  -0.863
O -0.1005 0.1949 -1.4565  -0.862
S -0.0510 0.2110 0.0077  1.848

## Properties
HOMO (spin up / spin down)   -5.2 / -5.2 eV
HOMO-LUMO gap (spin up / spin down)   6.99 / 6.99 eV
DFT total energy   -1407.08986 hartree
Energy above the lowest of the compared OMol25 structures with the same formula, charge and spin   94.7 kJ/mol
Charge   -1

=====

This record from the OMol25 dataset describes 6 unconnected molecules or ions with the total composition C45H76NO23PS3. The level of theory is the ωB97M-V functional and the def2-TZVPD basis.

Each line ends with the Mulliken charge.
Atoms and positions in Å:
H -1.2679 -0.3897 -4.3868  0.203
C -8.1925 4.8375 -1.3959  -0.676
O -6.9778 4.7642 1.8545  -0.265
O -4.5074 -5.3552 -5.5602  -0.336
H -7.3524 6.3622 3.1317  0.296
H 2.3817 1.2956 -4.5831  0.271
H -5.1172 0.2844 0.2985  0.283
H -8.3024 4.8856 3.4531  0.296
H -0.0030 5.0813 -11.0985  0.201
H 5.9139 0.2364 -0.2063  0.351
H 4.6609 -2.4306 8.4792  0.346
H 4.7035 2.1348 2.8928  0.394
C 1.7320 -3.9145 8.4418  -0.871
C 1.4027 -2.8472 7.4077  -0.834
H -4.0339 -3.3669 -5.1749  0.259
C -1.6745 3.3043 -9.0118  0.833
H -0.3059 1.7434 -3.3494  -0.996
H -4.3592 -8.6865 -3.0335  0.216
O 3.8209 2.4742 2.6795  -0.518
H 3.6296 2.1955 -0.0177  0.467
H -0.1471 -3.8465 6.3290  0.485
H 5.7727 -4.7283 11.9173  0.266
H -6.5697 4.9319 3.8315  0.210
H 4.6499 -2.8347 -1.1344  0.369
O 4.2064 -3.0015 7.8410  -0.456
H -3.8454 1.0243 -8.3784  0.207
C -7.3350 5.2741 3.1411  -0.647
O 1.2042 0.6796 -1.7169  -0.039
H 4.0457 0.7967 -1.9405  0.351
H 0.6746 6.3884 -4.2117  0.362
H 0.6096 5.5325 -5.7521  0.311
C -2.0395 -3.0199 4.7073  -0.587
P 2.8239 1.3513 3.2454  0.479
C 3.4166 1.1400 0.1494  -1.155
C -3.6441 0.6577 -1.2275  -0.566
C 0.6728 2.1956 -3.5134  2.849
H 4.2921 -3.3669 0.4963  0.269
O -8.8170 5.7624 1.0030  -0.546
C 1.7074 4.4739 -4.2009  1.256
C -2.2238 1.2242 -1.0861  -0.437
C -4.6382 1.1533 -0.1506  -1.170
S 3.4943 -4.1751 8.6392  1.297
C -0.3427 0.3747 0.0100  0.781
O -1.2449 3.7682 -10.1842  -0.350
O 3.8843 -4.0665 10.0173  -0.621
C -0.6737 0.3328 1.3559  -0.788
H -0.2723 3.8138 -4.6254  0.369
C -7.8236 5.0964 0.8805  0.738
H -1.5918 -2.3234 -9.8161  0.259
C -1.2176 -1.4773 -4.4126  -0.513
H -2.3521 1.2920 -7.4653  0.149
H 9.7558 -0.5987 11.5452  0.290
H 2.5030 2.1816 -2.3373  -0.327
H -3.4623 -2.2457 1.6964  0.484
H 5.9906 -3.1817 -0.0067  0.275
O -0.8637 -1.9402 -5.7206  -0.435
H -7.7176 4.3468 -2.2407  0.202
H 1.3922 2.7297 4.0919  0.402
C 1.3123 1.4512 -4.7070  -2.029
C -1.7164 -1.6138 -6.6832  0.838
H -2.1630 -1.9097 -4.0906  0.265
C 1.4350 2.0066 -2.2181  -0.781
H 0.6373 -1.3909 5.6245  0.526
O 4.9426 -1.4368 0.3650  -0.299
H -0.7077 -2.9021 7.7667  0.287
C -3.9855 -4.0948 -5.9825  -0.524
C -0.0402 -2.9333 6.9044  -0.802
C -0.3236 -1.6817 6.0564  -0.702
H 11.1693 -1.6337 11.8257  0.215
H -0.4299 -1.8104 -3.7441  0.434
H 3.0131 5.8506 -3.1844  0.506
O 3.8425 -5.3901 7.9743  -0.662
C -1.2670 -0.9034 3.8748  0.596
C 0.2963 0.6405 2.3102  0.796
S -0.2804 0.5658 3.9994  -0.437
H 1.0739 2.7451 -1.4982  0.663
H -2.7631 -8.0081 -3.4073  0.294
O 7.7298 -1.9325 10.4954  -0.557
H -4.1440 1.6631 0.6727  0.372
N -1.9883 -0.0138 1.7395  0.012
C 0.4504 3.6788 -3.8220  -1.933
C 2.5739 4.8735 -2.9906  -1.465
H -2.1543 -0.7824 -9.1444  0.129
C -0.2609 4.7994 -10.0820  -0.601
O 2.0656 2.1217 4.4285  -0.564
H -2.5034 -0.3439 0.9322  -0.038
O 7.5347 -3.7042 11.8808  -0.323
H -2.1806 1.8970 -0.2322  0.415
C -2.0798 -1.8535 -8.9676  -0.428
H -5.4131 1.7910 -0.5624  0.286
H 3.1692 -0.5345 -1.1487  0.170
H -0.6362 -0.8443 6.6772  0.457
H 4.0384 0.8348 0.9829  0.574
O -4.4158 -7.0665 -4.2479  -0.349
H -2.9597 -4.2027 -6.3344  0.292
H -2.0397 -3.8094 5.4381  0.468
C 1.9785 0.9135 0.5773  0.470
H 1.1698 2.0451 -5.6090  0.499
C 10.2072 -1.5647 11.3260  -0.627
C -3.1290 1.7728 -8.0545  -0.484
H 3.4221 4.2005 -2.8772  0.235
C 0.9725 0.6610 -0.3607  -0.719
H -9.1933 4.4322 -1.2602  0.324
C 1.6193 0.9459 1.9461  0.426
C -2.8342 -3.1294 3.5673  -1.044
H 0.8067 0.5016 -4.8502  0.388
H 1.5833 -1.8636 7.8404  0.320
H -3.8426 -7.1798 -2.2520  0.295
H -1.9644 1.8006 -1.9743  0.339
O -2.7309 -0.9751 -6.5499  -0.564
O -1.2603 -2.1225 -7.8281  -0.412
H -3.6405 2.5260 -7.4581  0.428
C -2.0408 -1.0273 2.7220  0.184
H 2.0983 6.3422 -5.2414  0.462
H 10.3496 -1.6770 10.2528  0.295
H 1.3633 -3.6776 9.4367  0.441
S 3.7136 -0.2141 3.9131  -0.305
H -3.0719 -2.2838 -8.8391  0.232
C 4.9831 -2.7739 -0.0957  -0.812
O -1.3085 3.6767 -7.9277  -0.550
H 2.0063 4.9388 -2.0664  0.248
C -3.7967 -7.7672 -3.1671  -0.624
C 8.1751 -2.6844 11.3264  0.768
H 5.6486 -0.9024 -1.5328  0.547
H 1.3474 -4.8951 8.1773  0.404
C 3.9145 0.2439 -1.0145  -0.180
O -1.2806 0.1346 -0.9589  -0.470
H -4.0570 0.9032 -2.2026  0.494
H 2.3090 3.9210 -4.9208  0.328
O -2.5801 2.3569 -9.2418  -0.393
H -8.2416 5.9084 -1.5829  0.300
H -3.5644 -0.4253 -1.1669  0.281
H 0.0148 4.1434 -2.9307  0.569
O 9.4047 -2.6261 11.8429  -0.337
C -3.8404 -5.9026 -4.5449  0.748
H -4.6092 -3.7519 -6.8031  0.257
O -2.8846 -5.4258 -3.9911  -0.544
H -3.4669 -3.9951 3.4319  0.354
H 0.6285 4.4327 -9.5727  0.285
C 6.1902 -3.8710 11.4001  -0.581
O -7.3767 4.5607 -0.2557  -0.232
C 5.2007 -0.4733 -0.6343  -1.253
H 6.1934 -4.0666 10.3371  0.274
H -0.6638 5.6645 -9.5588  0.288
C -1.2412 -1.8867 4.8696  0.527
H 2.0654 -2.9223 6.5481  0.502
C 1.2445 5.7602 -4.8966  -1.744
C -2.8440 -2.1587 2.5802  -1.006
H 5.5965 -2.9903 11.6272  0.322

## Properties
HOMO   -8.0 eV
HOMO-LUMO gap   8.27 eV
DFT total energy   -5081.56322 hartree
Structure (SMILES)   CCCOc1c2c(c(P(O)(O)=S)c(CCCOC)c1OC[C@H](C)CC(C)C)Sc1c(CCCCS(=O)(=O)O)cccc1N2.COC(=O)OC.COC(=O)OC.COC(=O)OC.COC(=O)OC.COC(=O)OC

=====

This record from the OMol25 dataset describes 2 unconnected molecules or ions with the total composition C9H18O5S. The level of theory is the ωB97M-V functional and the def2-TZVPD basis.

Each line ends with the natural charge from an NBO analysis.
Atoms and positions in Å:
O 0.0213 -1.4661 -1.3726  -0.551
H -0.3694 -2.6024 -3.9339  0.205
H 0.1766 -0.0371 0.4929  0.242
H -1.7068 -1.2440 -2.4648  0.191
H 1.3863 -4.0056 -2.9606  0.219
C 2.5150 2.1522 1.9083  -0.612
H 1.5040 0.3589 2.5952  0.194
H 1.8469 2.9632 2.2002  0.202
O -1.2658 2.5264 0.2718  -0.691
O -3.6275 3.0816 0.0460  -0.897
C 1.1795 -2.2451 -1.6821  -0.067
H 1.7550 -2.3925 -0.7667  0.182
H 0.4277 -4.2631 -1.4977  0.203
H 3.0515 2.4737 1.0142  0.208
S -2.5434 3.1807 0.9551  2.552
O -2.6951 2.1020 2.1271  -0.697
O -2.2071 4.4233 1.5571  -0.908
H 1.8008 -1.6957 -2.3971  0.167
C 0.6662 -3.5458 -2.2854  -0.430
H -2.1115 0.3151 1.2857  0.195
C 0.5615 0.9551 0.7353  -0.440
C -1.1330 -2.0417 -1.9925  -0.067
H -1.4811 0.6349 2.9349  0.210
H 0.8644 1.3887 -0.2208  0.233
C -0.6102 -3.0760 -2.9802  -0.430
H 2.4766 0.1507 1.1653  0.211
C -0.5472 1.8021 1.3123  0.061
C 1.7807 0.8386 1.6516  -0.390
C -1.7017 1.0674 1.9631  -0.089
H -1.7567 -2.5101 -1.2237  0.164
H -0.1765 2.5502 2.0184  0.196
H 3.2449 2.0358 2.7097  0.215
H -1.3258 -3.8753 -3.1660  0.220

## Properties
HOMO   -9.9 eV
HOMO-LUMO gap   10.57 eV
DFT total energy   -1128.07932 hartree
Structure (SMILES)   CCC[C@@H]1COS(=O)(=O)O1.C1CCOC1
Energy above the lowest of the compared OMol25 structures with the same formula, charge and spin   0.0 kJ/mol